# C48H102Cl3F2N9O4S2

A cluster of 10 separate species, C48H102Cl3F2N9O4S2 in total (ωB97M-V/def2-TZVPD, the Open Molecules 2025 dataset).

Properties
- 2S+1 = 1
- total charge = +2
- E_HOMO (eV) = -8.422
- HOMO-LUMO gap (eV) = 5.0
- largest force on an atom (eV/A) = 6.4

Element x y z (Å)
C1 3.90 1.59 -0.10
C2 3.21 0.74 0.92
C3 1.65 0.73 0.70
C4 0.83 0.13 1.91
N1 -0.58 -0.30 1.46
C5 -1.40 -0.74 2.67
C6 -2.27 -1.95 2.33
C7 -2.10 -2.16 0.85
C8 -0.68 -1.65 0.62
C9 -1.36 0.88 0.88
H1 4.94 1.82 0.12
H2 3.60 2.60 -0.39
H3 4.06 1.02 -1.01
H4 3.48 1.17 1.88
H5 3.59 -0.29 0.86
H6 1.53 0.07 -0.17
H7 1.30 1.75 0.53
H8 0.64 0.90 2.66
H9 1.32 -0.75 2.33
H10 -1.89 0.13 3.10
H11 -0.89 -1.05 3.57
H12 -3.33 -1.83 2.53
H13 -1.77 -2.74 2.88
H14 -2.84 -1.59 0.29
H15 -2.19 -3.23 0.65
H16 -0.42 -1.38 -0.40
H17 0.06 -2.29 1.10
H18 -2.42 0.61 0.85
H19 -1.10 1.26 -0.10
H20 -1.21 1.67 1.62
C10 4.58 -4.65 -2.11
C11 4.28 -6.05 -1.65
C12 5.45 -6.88 -1.11
C13 6.12 -6.34 0.17
N2 6.92 -7.34 1.00
C14 5.97 -8.39 1.73
C15 6.27 -8.44 3.18
C16 7.60 -7.69 3.26
C17 7.52 -6.63 2.25
C18 8.06 -7.90 0.13
H21 3.65 -4.09 -2.23
H22 5.09 -4.53 -3.06
H23 5.28 -4.09 -1.49
H24 3.64 -6.64 -2.31
H25 3.53 -6.02 -0.86
H26 6.29 -7.00 -1.79
H27 5.00 -7.87 -0.99
H28 5.38 -5.88 0.83
H29 6.78 -5.54 -0.14
H30 5.94 -9.36 1.24
H31 4.99 -7.93 1.60
H32 6.24 -9.48 3.51
H33 5.45 -7.94 3.69
H34 8.44 -8.37 3.09
H35 7.68 -7.16 4.21
H36 8.42 -6.11 1.92
H37 6.72 -5.96 2.57
H38 8.72 -7.13 -0.28
H39 7.46 -8.49 -0.57
H40 8.62 -8.61 0.74
C19 4.85 8.08 -1.10
C20 3.69 8.89 -1.67
C21 2.69 8.02 -2.45
C22 1.27 8.68 -2.72
N3 0.26 7.73 -3.40
C23 -1.09 8.51 -3.59
C24 -2.17 7.43 -3.70
C25 -1.77 6.47 -2.56
C26 -0.21 6.49 -2.62
C27 0.78 7.28 -4.79
H41 5.72 8.06 -1.76
H42 4.42 7.16 -0.72
H43 5.15 8.55 -0.16
H44 4.10 9.66 -2.31
H45 3.15 9.40 -0.87
H46 2.41 7.17 -1.83
H47 3.05 7.65 -3.41
H48 1.42 9.56 -3.35
H49 0.80 9.15 -1.85
H50 -1.00 9.10 -4.50
H51 -1.27 9.10 -2.69
H52 -2.06 6.89 -4.65
H53 -3.18 7.82 -3.59
H54 -2.19 5.56 -2.99
H55 -2.29 6.58 -1.61
H56 0.09 5.59 -3.15
H57 0.19 6.57 -1.61
H58 1.69 6.70 -4.64
H59 0.90 8.26 -5.27
H60 -0.03 6.79 -5.32
C28 -6.52 -4.83 -6.75
C29 -5.70 -3.82 -5.82
C30 -5.95 -2.40 -6.16
C31 -5.29 -2.04 -7.52
N4 -5.51 -0.55 -7.97
C32 -4.94 -0.46 -9.39
C33 -3.51 0.02 -9.26
C34 -3.17 0.29 -7.83
C35 -4.54 0.42 -7.18
C36 -6.91 -0.02 -7.93
H61 -6.37 -4.79 -7.83
H62 -7.58 -4.68 -6.55
H63 -6.34 -5.86 -6.44
H64 -4.68 -4.19 -5.81
H65 -6.15 -3.99 -4.83
H66 -5.47 -1.82 -5.37
H67 -7.02 -2.19 -6.08
H68 -5.88 -2.60 -8.25
H69 -4.22 -2.26 -7.62
H70 -5.60 0.16 -9.99
H71 -5.01 -1.49 -9.74
H72 -3.46 0.90 -9.90
H73 -2.89 -0.73 -9.76
H74 -2.76 1.30 -7.80
H75 -2.61 -0.52 -7.37
H76 -4.92 1.44 -7.31
H77 -4.55 0.26 -6.10
H78 -7.36 -0.80 -8.56
H79 -6.95 0.99 -8.33
H80 -7.40 -0.15 -6.96
C37 -14.11 2.79 3.45
C38 -13.25 1.54 3.37
N5 -11.93 1.80 3.93
C39 -11.59 1.64 5.23
C40 -10.32 2.14 5.44
N6 -9.79 2.55 4.23
C41 -10.82 2.29 3.30
C42 -8.34 2.93 3.96
H81 -13.71 3.70 3.00
H82 -14.37 3.18 4.44
H83 -15.05 2.52 2.97
H84 -13.18 1.30 2.31
H85 -13.76 0.78 3.95
H86 -12.34 1.37 5.95
H87 -9.67 2.35 6.28
H88 -10.72 2.44 2.24
H89 -7.88 2.63 3.02
H90 -7.71 2.61 4.79
H91 -8.31 4.02 3.94
C43 5.05 -1.17 8.34
C44 4.84 -0.11 9.45
N7 3.43 0.06 9.77
C45 2.39 0.27 8.85
C46 1.21 0.50 9.58
N8 1.54 0.48 10.94
C47 2.88 0.10 11.06
C48 0.61 0.60 12.04
H92 4.95 -2.16 8.80
H93 6.08 -1.02 8.01
H94 4.54 -1.20 7.38
H95 5.12 0.85 9.03
H96 5.35 -0.27 10.40
H97 2.57 0.17 7.79
H98 0.19 0.70 9.28
H99 3.46 0.02 11.97
H100 0.27 1.64 12.09
H101 1.14 0.34 12.96
H102 -0.10 -0.21 11.86
Cl1 -7.26 1.52 -1.73
Cl2 2.00 -5.30 4.50
Cl3 -0.62 6.50 3.77
N9 11.39 -3.00 -0.56
S1 11.14 -1.54 -0.59
O1 10.20 -1.09 -1.59
O2 12.30 -0.72 -0.39
F1 10.35 -1.38 0.87
S2 11.73 -3.32 -2.23
O3 12.64 -2.42 -2.92
O4 10.77 -4.07 -3.00
F2 12.82 -4.50 -1.90